This record from the OMol25 dataset describes a cluster of 2 separate species, C5H12NO in total. The level of theory is the ωB97M-V functional and the def2-TZVPD basis.

## Properties
Net charge: +1
Spin multiplicity: 1
ΔE to the lowest compared entry with this formula, charge and spin: 158.0 kJ/mol
Maximum force: 2.89 eV/Å

Atoms and positions in Å:
C: 1.90633 1.13634 -0.30844
C: 2.68787 0.16700 0.25616
O: 2.46973 -0.35613 1.53992
H: 2.12616 1.66063 -1.23132
H: 1.09117 1.62726 0.23478
H: 3.52510 -0.29194 -0.27779
H: 3.21273 -0.95780 1.71933
C: -2.09562 -0.38703 1.10389
C: -1.49415 -0.10536 -0.26143
C: -1.91788 0.85656 -1.09185
N: -0.42953 -0.98973 -0.69064
H: -2.93407 0.31103 1.21309
H: -2.43764 -1.43406 1.11710
H: -1.30329 -0.34238 1.87577
H: -1.29599 1.00036 -1.97315
H: -2.63745 1.60615 -0.77126
H: -0.36844 -1.84355 -0.15429
H: 0.44719 -0.43266 -0.57914
H: -0.55222 -1.22469 -1.72072

Force components x, y, z for each atom (eV/Å):
0.3 -0.7 1.2
-1.0 0.6 0.2
0.4 0.5 -1.8
0.4 -0.6 -0.1
0.3 -0.4 0.2
-0.2 0.3 0.1
-0.4 0.2 0.1
0.8 -0.6 -0.9
-2.6 1.2 0.5
1.7 -0.7 0.8
0.4 0.2 -2.0
0.4 -0.3 0.5
-0.3 0.3 0.1
-0.6 0.4 -0.1
-0.6 0.2 -0.3
0.1 -0.3 -0.3
0.0 -0.3 0.2
0.5 -0.4 -0.1
0.4 0.2 1.5

This record from the OMol25 dataset describes a structure of composition C38H55Cl2N5O2S3Sr. The level of theory is the ωB97M-V functional and the def2-TZVPD basis.

## Properties
Spin multiplicity: 1
ΔE to the lowest compared entry with this formula, charge and spin: 0.0 kJ/mol
Maximum force: 10.02 eV/Å

Atoms and positions in Å:
Sr: -1.02768 0.27848 1.09993
C: -3.79988 -1.71195 1.22076
C: -2.97272 -2.63733 2.13118
N: -1.91853 -1.94197 2.90403
C: -2.36029 -1.20070 4.10919
C: -2.97111 0.15985 3.77020
N: -2.00732 0.99446 2.97635
C: -2.66934 1.71421 1.87327
C: -3.48516 0.77432 0.91388
N: -2.97121 -0.59725 0.68111
H: -4.64598 -1.32196 1.76459
H: -4.21787 -2.30749 0.41906
H: -2.45702 -3.35874 1.49752
H: -3.66563 -3.18531 2.77387
H: -1.23101 -2.62429 3.18441
H: -1.47622 -1.04328 4.72873
H: -3.09360 -1.76041 4.69977
H: -3.30347 0.65500 4.67588
H: -3.86836 0.00209 3.19607
H: -1.51901 1.66257 3.56023
H: -1.90505 2.24141 1.27607
H: -3.35979 2.46828 2.20930
H: -3.55776 1.30592 -0.01535
H: -4.49659 0.74356 1.24954
H: -2.83123 -0.68071 -0.34231
C: 2.33484 -1.65811 -0.75438
C: 2.09945 -3.15456 -0.50708
S: 0.67449 -3.55406 0.56909
C: -0.11495 -4.87174 -0.35816
C: -0.71623 -4.50380 -1.72125
S: -1.69179 -2.98678 -1.72781
C: -0.93460 -2.09863 -3.10056
C: 0.56233 -1.79752 -2.98763
S: 1.03175 -0.73303 -1.60416
H: 2.38145 -1.11871 0.19592
H: 3.26769 -1.52790 -1.30370
H: 1.97024 -3.71530 -1.43644
H: 2.98966 -3.53953 -0.00718
H: 0.60740 -5.68072 -0.48631
H: -0.89756 -5.23249 0.31903
H: 0.07460 -4.38068 -2.46305
H: -1.36671 -5.30972 -2.05788
H: -1.13276 -2.64385 -4.02591
H: -1.48881 -1.16497 -3.11991
H: 1.17519 -2.69842 -2.92585
H: 0.83951 -1.26611 -3.89954
Cl: -2.89206 1.09397 -6.42390
C: -1.16530 1.03387 -6.17931
C: -0.40717 0.27352 -7.04638
C: 0.96418 0.20837 -6.87687
C: 1.54959 0.87772 -5.82067
C: 0.78449 1.62862 -4.93978
Cl: 1.61728 2.26470 -3.56540
C: -0.61587 1.76283 -5.11220
N: -1.49807 2.48149 -4.28618
C: -1.32777 3.76223 -3.71146
C: -0.63475 4.78030 -4.36832
C: -0.45984 6.01684 -3.76805
C: -0.99404 6.25961 -2.50770
C: -1.71824 5.25459 -1.87827
C: -1.90785 4.00567 -2.46634
C: -2.67669 2.91396 -1.72490
C: -1.88841 1.63393 -1.35908
O: -2.21205 0.54271 -1.90130
O: -0.92924 1.75428 -0.51382
H: -0.89713 -0.24957 -7.85874
H: 1.57304 -0.37769 -7.55935
H: 2.61779 0.80414 -5.64120
H: -2.37934 2.03082 -4.12758
H: -0.22446 4.58623 -5.35667
H: 0.10120 6.78874 -4.28277
H: -0.85309 7.21930 -2.02195
H: -2.15157 5.43928 -0.89879
H: -3.52663 2.57554 -2.32105
H: -3.04465 3.36227 -0.80216
C: 5.05666 -1.14757 5.26916
C: 3.73257 -1.28048 4.53775
C: 2.85302 -2.31498 4.86851
C: 1.65417 -2.44648 4.15677
C: 0.69622 -3.57722 4.48925
C: 1.35349 -1.54959 3.15189
C: 2.20321 -0.44837 2.77201
C: 3.42486 -0.37614 3.52342
N: 1.78441 0.34487 1.76704
C: 2.59270 1.51972 1.40904
C: 4.01143 1.14036 0.88627
C: 2.67676 2.53761 2.57357
C: 1.86948 2.25108 0.27601
H: 5.06360 -1.73793 6.19089
H: 5.26377 -0.10321 5.52719
H: 5.88395 -1.49726 4.64136
H: 3.09259 -3.00943 5.67758
H: 1.10990 -4.22991 5.26158
H: 0.49364 -4.19162 3.59879
H: -0.26441 -3.19882 4.87344
H: 0.43933 -1.65194 2.60300
H: 4.15974 0.39954 3.32736
H: 4.00729 1.10687 -0.21498
H: 4.77252 1.87681 1.19319
H: 4.33094 0.15511 1.24196
H: 3.33685 2.22146 3.38577
H: 1.67081 2.65620 2.99531
H: 3.02299 3.52079 2.21235
H: 1.66420 1.57674 -0.55423
H: 2.48026 3.08278 -0.08935
H: 0.90631 2.65056 0.61370

Force components x, y, z for each atom (eV/Å):
9.2 -3.8 -0.9
0.8 0.3 0.0
0.5 0.4 0.1
-1.0 0.4 0.0
0.2 -0.1 -0.5
0.9 -0.1 -0.1
-2.5 0.7 2.2
-1.0 0.8 0.4
-0.5 0.0 0.2
-3.9 -1.1 -1.0
-0.3 0.3 0.2
0.0 -0.1 -0.3
0.1 0.0 0.0
-0.1 -0.2 0.1
0.1 0.0 0.0
0.1 0.0 0.0
-0.1 -0.1 0.1
0.1 0.2 0.3
-0.2 0.1 -0.3
0.0 -0.1 0.2
-0.5 0.4 0.4
-0.4 0.4 0.2
0.0 0.1 -0.4
-0.7 -0.2 0.5
-0.2 -0.2 0.4
-0.4 -0.4 -0.1
0.0 0.2 0.2
0.2 0.4 0.0
-0.1 0.0 -0.1
0.1 -0.1 0.1
-0.2 0.1 0.1
0.2 0.0 0.1
0.0 0.1 -0.1
-0.4 -0.1 0.3
0.2 0.0 0.0
0.1 -0.1 0.1
0.1 0.1 0.1
0.0 0.0 -0.1
-0.1 -0.1 0.0
0.1 0.0 -0.1
-0.1 -0.1 0.0
0.1 -0.2 0.0
0.0 0.0 0.0
0.0 0.1 -0.1
-0.1 0.0 -0.2
0.1 -0.1 -0.1
0.1 0.0 0.0
-0.1 0.1 0.0
-0.1 -0.1 -0.1
0.1 -0.1 -0.2
0.2 0.1 0.0
-0.4 -0.1 0.1
-0.3 0.4 0.0
-0.1 0.3 0.3
1.0 0.1 -0.1
0.1 -0.4 -0.3
0.1 -0.2 -0.1
0.0 0.0 0.1
-0.1 -0.1 -0.1
-0.1 0.0 0.0
0.2 -0.2 0.6
0.3 0.0 -0.4
1.2 -0.2 -0.8
-0.1 0.9 0.7
-1.4 1.5 -2.2
0.0 0.0 0.1
-0.1 0.1 0.1
-0.2 0.0 0.0
-0.1 -0.1 0.1
0.0 0.0 0.1
-0.1 -0.1 0.0
0.0 -0.1 -0.1
0.1 0.0 -0.1
-0.1 0.1 0.1
-0.1 0.0 0.1
-0.1 0.0 -0.1
-0.1 -0.1 0.0
0.1 0.0 0.1
0.1 -0.1 0.1
0.0 0.1 -0.1
0.6 0.5 0.1
0.1 -0.5 0.5
-0.1 0.0 0.0
-0.5 0.4 0.0
0.1 0.0 0.2
0.0 0.0 -0.2
0.1 0.1 0.0
0.0 0.0 0.2
0.0 0.1 -0.1
0.0 -0.1 0.0
-0.1 0.0 0.1
0.0 0.2 -0.2
0.0 0.1 -0.1
0.0 0.1 0.2
0.2 -0.1 0.0
-0.3 -0.1 -0.2
-0.2 -0.2 0.0
0.0 0.0 0.3
-0.2 -0.2 -0.1
-0.1 0.2 0.0
-0.1 0.1 -0.1
0.1 0.1 0.0
-0.1 -0.3 0.1
0.0 0.0 0.0
-0.1 0.0 0.0
0.2 0.0 0.0

Number 1: LUMO level -3.363 eV. Number 2: LUMO level -0.108 eV.